{"formula": "C39H33Cl2N3O5STeZr", "method": "wB97M-V/def2-TZVPD", "elements": ["Zr", "N", "C", "C", "O", "N", "C", "C", "O", "O", "H", "H", "H", "H", "H", "H", "Cl", "C", "C", "C", "C", "C", "Cl", "C", "S", "H", "H", "H", "C", "C", "C", "C", "C", "O", "C", "C", "C", "C", "C", "C", "C", "O", "C", "C", "C", "N", "C", "C", "Te", "C", "C", "C", "C", "C", "C", "C", "C", "C", "C", "C", "C", "H", "H", "H", "H", "H", "H", "H", "H", "H", "H", "H", "H", "H", "H", "H", "H", "H", "H", "H", "H", "H", "H", "H", "H"], "coordinates": [[1.73, -1.29, 0.07], [4.13, -1.69, 0.18], [4.59, -1.28, 1.52], [3.59, -1.77, 2.53], [3.87, -1.88, 3.71], [2.36, -2.02, 1.97], [1.26, -2.19, 2.92], [-0.02, -1.82, 2.19], [-0.98, -1.34, 2.70], [0.10, -2.07, 0.85], [4.68, -1.26, -0.56], [4.24, -2.70, 0.09], [5.58, -1.64, 1.79], [4.59, -0.19, 1.57], [1.16, -3.23, 3.25], [1.38, -1.57, 3.79], [1.71, -3.79, -0.91], [2.03, -3.82, -2.63], [1.80, -5.02, -3.27], [2.04, -5.10, -4.63], [2.49, -3.97, -5.31], [2.71, -2.79, -4.63], [3.27, -1.43, -5.55], [2.49, -2.65, -3.25], [2.76, -1.14, -2.42], [1.43, -5.87, -2.72], [1.87, -6.02, -5.16], [2.69, -4.01, -6.37], [-3.06, 3.61, 1.91], [-1.87, 2.74, 1.62], [-0.74, 2.77, 2.43], [0.40, 2.00, 2.16], [1.58, 2.03, 3.09], [2.69, 1.67, 2.77], [1.37, 2.52, 4.51], [2.29, 3.40, 5.05], [2.16, 3.83, 6.36], [1.11, 3.36, 7.14], [0.21, 2.45, 6.61], [0.33, 2.04, 5.29], [0.40, 1.21, 1.02], [1.52, 0.53, 0.63], [-0.76, 1.10, 0.23], [-1.86, 1.88, 0.53], [-0.71, 0.21, -0.99], [0.19, 0.38, -1.88], [0.93, 1.62, -2.01], [0.38, 2.41, -3.20], [-0.51, 1.31, -4.80], [-2.43, 1.28, -3.94], [-2.92, 2.34, -3.18], [-4.17, 2.25, -2.58], [-4.96, 1.12, -2.76], [-4.50, 0.08, -3.56], [-3.24, 0.16, -4.14], [-1.64, -0.94, -1.17], [-2.73, -1.13, -0.33], [-3.57, -2.22, -0.51], [-3.31, -3.14, -1.52], [-2.21, -2.96, -2.35], [-1.39, -1.86, -2.19], [-2.86, 4.30, 2.73], [-3.93, 3.01, 2.19], [-3.34, 4.20, 1.04], [-0.73, 3.42, 3.29], [3.11, 3.75, 4.43], [2.87, 4.53, 6.77], [1.01, 3.68, 8.17], [-0.60, 2.06, 7.23], [-0.38, 1.32, 4.88], [-2.73, 1.81, -0.11], [1.98, 1.37, -2.20], [0.88, 2.26, -1.13], [1.16, 3.01, -3.66], [-0.41, 3.08, -2.86], [-2.34, 3.24, -3.06], [-4.54, 3.08, -1.99], [-5.93, 1.05, -2.29], [-5.10, -0.80, -3.70], [-2.87, -0.67, -4.73], [-2.90, -0.45, 0.50], [-4.41, -2.36, 0.15], [-3.96, -4.00, -1.65], [-2.00, -3.68, -3.13], [-0.54, -1.69, -2.85]], "e_tot_ha": -3680.26259, "max_force_ev_per_a": 2.4, "orbital_gap_ev": 7.4898, "spin_multiplicity": 1, "e_above_lowest_ev": 1.945, "total_charge": 0}